15
Properties=species:S:1:pos:R:3:forces:R:3 method="wB97M-V/def2-TZVPD" e_homo_ha=-0.2984 smiles="C=CC.NC=O" lumo_ev=0.950 total_charge=0
C 0.008550 -1.412408 -0.002845 -2.878 1.018 2.371
C -1.275859 -1.784088 -0.286681 0.944 -1.003 0.052
C -2.337586 -0.786354 -0.531083 -1.707 -2.504 0.672
H 0.752655 -1.965118 -0.427097 2.286 -2.079 0.074
H 0.213129 -0.718150 0.891403 -0.163 0.051 -2.514
H -1.615853 -2.883698 -0.328529 1.093 1.526 -1.298
H -2.283163 -0.036731 0.183379 0.013 1.933 1.111
H -3.304582 -1.315847 -0.435911 0.088 0.554 0.047
H -2.308498 -0.429780 -1.538075 0.306 0.421 -0.576
N 2.637137 1.707259 0.074841 -1.220 -1.001 3.321
C 1.325930 1.996180 0.607068 3.770 -1.354 -1.012
O 0.965307 1.383213 1.583414 -0.671 1.118 -0.519
H 3.174494 1.286961 0.879684 -0.382 0.463 -1.784
H 3.139343 2.206501 -0.627763 -0.094 0.517 -0.164
H 0.908996 2.752060 -0.041806 -1.384 0.341 0.219

---

8
Properties=species:S:1:pos:R:3:forces:R:3 method="wB97M-V/def2-TZVPD" e_homo_ha=-0.3518 lumo_ev=0.844 total_charge=0
C -0.208724 -0.143575 -0.683644 4.596 1.251 5.187
O 0.890120 1.116820 0.075964 -3.697 -0.329 -2.753
P -1.223573 -0.742205 0.699303 0.656 -1.920 -0.113
H -0.730818 0.374730 -1.362874 -1.360 1.763 -2.837
H 0.713506 -0.660756 -0.885697 -0.671 -0.883 -1.108
H 1.421212 0.530553 0.553405 1.404 -1.405 1.312
H -0.094888 -1.110850 1.523207 -0.549 -0.083 -0.358
H -1.275343 0.459345 1.296123 -0.379 1.606 0.669

---

What did the first record say?
15
Properties=species:S:1:pos:R:3:forces:R:3 method="wB97M-V/def2-TZVPD" e_homo_ha=-0.2984 smiles="C=CC.NC=O" lumo_ev=0.950 total_charge=0
C 0.008550 -1.412408 -0.002845 -2.878 1.018 2.371
C -1.275859 -1.784088 -0.286681 0.944 -1.003 0.052
C -2.337586 -0.786354 -0.531083 -1.707 -2.504 0.672
H 0.752655 -1.965118 -0.427097 2.286 -2.079 0.074
H 0.213129 -0.718150 0.891403 -0.163 0.051 -2.514
H -1.615853 -2.883698 -0.328529 1.093 1.526 -1.298
H -2.283163 -0.036731 0.183379 0.013 1.933 1.111
H -3.304582 -1.315847 -0.435911 0.088 0.554 0.047
H -2.308498 -0.429780 -1.538075 0.306 0.421 -0.576
N 2.637137 1.707259 0.074841 -1.220 -1.001 3.321
C 1.325930 1.996180 0.607068 3.770 -1.354 -1.012
O 0.965307 1.383213 1.583414 -0.671 1.118 -0.519
H 3.174494 1.286961 0.879684 -0.382 0.463 -1.784
H 3.139343 2.206501 -0.627763 -0.094 0.517 -0.164
H 0.908996 2.752060 -0.041806 -1.384 0.341 0.219